57
Properties=species:S:1:pos:R:3 method="wB97M-V/def2-TZVPD" smiles="C=CCOC(=O)C1=C(C)NC(SCC(=O)N(CC)CC)=C(C#N)[C@@H]1c1ccccc1" gap_ev=8.307 total_charge=0 largest_force_ha_per_bohr=0.024
C -6.455 0.088 0.859
C -5.306 -0.517 0.632
C -4.969 -1.239 -0.636
H -5.701 -1.030 -1.420
H -4.915 -2.321 -0.455
O -3.703 -0.800 -1.119
C -2.646 -1.615 -0.940
O -2.752 -2.755 -0.540
C -1.396 -0.944 -1.301
C -0.230 -1.627 -1.363
N 0.939 -0.975 -1.680
C 0.984 0.380 -1.852
C -0.124 1.140 -1.837
C -0.051 2.529 -2.015
N 0.006 3.668 -2.153
C -1.492 0.553 -1.545
C -2.061 1.255 -0.328
C -3.168 2.085 -0.435
C -3.682 2.712 0.685
C -3.089 2.520 1.922
C -1.974 1.706 2.031
C -1.459 1.076 0.911
H -0.581 0.454 1.003
H -1.500 1.560 2.990
H -3.492 3.008 2.797
H -4.549 3.350 0.593
H -3.634 2.232 -1.398
H -2.158 0.745 -2.398
S 2.613 1.064 -2.083
C 2.833 1.729 -0.388
C 2.810 0.561 0.580
O 1.781 0.274 1.167
N 3.935 -0.172 0.707
C 5.184 0.084 0.021
C 6.104 1.004 0.823
H 7.032 1.161 0.281
H 5.633 1.969 0.994
H 6.336 0.565 1.790
H 4.987 0.509 -0.965
H 5.679 -0.879 -0.131
C 3.903 -1.298 1.627
C 3.419 -2.571 0.939
H 2.385 -2.446 0.631
H 4.031 -2.796 0.067
H 3.475 -3.409 1.628
H 4.906 -1.438 2.035
H 3.219 -1.046 2.441
H 3.762 2.291 -0.394
H 1.993 2.392 -0.182
H 1.811 -1.484 -1.682
C -0.083 -3.089 -1.108
H 0.885 -3.449 -1.451
H -0.876 -3.645 -1.603
H -0.186 -3.290 -0.042
H -4.515 -0.514 1.370
H -7.245 0.101 0.127
H -6.656 0.588 1.791



86
Properties=species:S:1:pos:R:3 method="wB97M-V/def2-TZVPD" gap_ev="5.088 / 6.158" total_charge=-1 largest_force_ha_per_bohr=0.048 multiplicity=6 s2=9.01
Mn 11.344 12.514 15.979
S 17.088 11.795 20.565
C 15.835 11.983 19.494
S 15.962 12.001 17.760
C 14.293 12.350 17.369
C 13.503 12.471 18.434
S 11.779 12.777 18.305
S 14.209 12.222 19.979
S 13.711 12.372 15.692
S 11.295 12.833 13.514
C 11.524 14.481 13.166
N 11.675 14.846 11.849
C 11.373 16.173 11.430
C 12.033 17.139 12.422
N 11.620 16.814 13.758
C 11.525 17.931 14.677
C 10.150 18.566 14.707
C 9.984 19.939 14.809
C 8.715 20.506 14.803
C 7.584 19.699 14.657
C 7.746 18.310 14.610
C 9.008 17.778 14.669
C 11.471 15.521 14.147
S 11.156 15.136 15.784
C 11.782 13.841 10.761
C 10.421 13.647 10.107
C 9.278 13.864 10.841
C 8.032 13.734 10.285
C 7.944 13.398 8.937
C 9.111 13.268 8.152
C 10.350 13.373 8.744
H 10.281 16.334 11.396
H 11.752 16.317 10.392
H 11.715 18.204 12.187
H 13.126 17.107 12.361
H 12.328 18.636 14.451
H 11.671 17.590 15.674
H 10.885 20.555 14.847
H 8.548 21.592 14.769
H 6.572 20.063 14.676
H 6.942 17.635 14.517
H 9.166 16.711 14.624
H 12.133 12.887 11.147
H 12.511 14.223 10.021
H 9.346 14.079 11.926
H 7.128 13.840 10.856
H 6.996 13.337 8.474
H 9.007 13.093 7.091
H 11.259 13.253 8.219
C 6.556 11.962 18.137
Si 8.389 12.283 18.017
C 8.439 14.130 18.257
C 9.151 11.425 19.516
C 9.245 11.676 16.419
C 9.860 10.312 16.416
C 9.312 9.151 16.984
C 9.918 7.914 16.857
C 11.110 7.871 16.156
C 11.663 9.041 15.678
N 11.063 10.252 15.763
Si 8.247 11.689 14.851
C 7.953 13.465 14.472
C 6.488 10.984 14.984
C 8.957 10.742 13.409
H 6.262 12.228 19.151
H 6.215 10.898 18.004
H 5.998 12.573 17.429
H 7.997 14.706 17.402
H 9.459 14.399 18.497
H 7.831 14.375 19.093
H 9.480 12.175 20.242
H 9.996 10.760 19.207
H 8.361 10.788 19.948
H 8.355 9.220 17.456
H 9.388 7.018 17.176
H 11.547 6.914 15.916
H 12.612 9.040 15.140
H 7.530 14.073 15.273
H 7.239 13.572 13.601
H 8.873 14.029 14.186
H 5.859 11.737 15.431
H 6.399 10.029 15.552
H 6.147 10.802 13.958
H 10.019 10.844 13.276
H 8.393 11.115 12.520
H 8.720 9.660 13.436



12
Properties=species:S:1:pos:R:3 method="wB97M-V/def2-TZVPD" gap_ev=10.114 total_charge=0 largest_force_ha_per_bohr=0.109
C 1.383 0.249 -1.584
N 0.396 0.044 1.762
N 1.104 -0.323 -2.589
N -1.872 0.217 0.312
O 1.988 0.993 -0.933
O -0.292 -1.660 0.057
S -0.168 -0.276 0.190
H 0.850 -0.604 2.312
H 0.270 -0.763 -2.948
H 0.739 0.947 1.957
H -2.456 -0.081 1.077
H -1.942 1.257 0.388



10
Properties=species:S:1:pos:R:3 method="wB97M-V/def2-TZVPD" gap_ev=8.400 total_charge=0 largest_force_ha_per_bohr=0.055
C 0.218 0.668 0.108
C 1.500 -1.436 -0.125
C 1.399 -0.012 -0.006
C -1.180 0.103 0.024
F 0.256 -1.995 0.001
F 0.240 2.018 0.158
F 2.521 0.659 -0.064
H -1.457 -0.670 -0.804
H -1.809 0.971 -0.323
H -1.687 -0.306 1.032



8
Properties=species:S:1:pos:R:3 method="wB97M-V/def2-TZVPD" gap_ev="14.392 / 9.295" total_charge=+1 largest_force_ha_per_bohr=0.061 multiplicity=2 s2=0.76
O 0.386 -1.524 0.589
C -0.126 -0.457 0.273
O -1.417 -0.321 0.515
C 0.584 0.619 -0.435
H -1.777 -1.084 0.976
H 0.288 0.619 -1.484
H 1.666 0.507 -0.344
H 0.397 1.641 -0.090



71
Properties=species:S:1:pos:R:3 method="wB97M-V/def2-TZVPD" gap_ev=8.764 total_charge=+1 largest_force_ha_per_bohr=0.050
C 1.442 -2.877 1.168
C 0.983 -3.911 0.110
C -0.467 -3.614 -0.358
O -0.679 -3.672 -1.764
C 0.084 -2.742 -2.477
C -0.209 -1.277 -2.070
N -1.451 -1.068 -1.730
N -1.670 0.204 -1.413
C -3.078 0.478 -1.086
C -3.529 0.223 0.185
C -4.865 0.447 0.460
C -5.692 0.898 -0.544
C -5.227 1.164 -1.820
C -3.894 0.941 -2.089
C -0.788 1.193 -1.372
C -1.245 2.587 -0.982
C -1.499 2.782 0.555
C -0.650 1.838 1.435
C -0.775 2.208 2.948
O 0.513 2.631 3.412
C 0.584 0.983 -1.728
C 1.601 2.113 -1.687
C 3.090 1.764 -1.512
C 3.461 1.100 -0.167
F 2.392 0.810 0.612
F 3.989 -0.131 -0.495
C 4.612 1.809 0.608
F 5.584 2.213 -0.205
F 5.182 0.877 1.397
S 4.095 3.221 1.744
F 2.762 3.489 0.904
F 3.380 2.230 2.748
F 5.440 3.041 2.586
F 4.889 4.266 0.828
F 3.693 4.425 2.683
C 0.860 -0.331 -2.125
N 2.155 -0.713 -2.570
H 1.720 -1.912 0.717
H 0.575 -2.660 1.813
H 2.228 -3.257 1.827
H 0.985 -4.891 0.602
H 1.719 -3.978 -0.700
H -1.106 -4.395 0.070
H -0.802 -2.673 0.110
H 1.151 -2.979 -2.452
H -0.250 -2.811 -3.526
H -2.875 -0.146 0.970
H -5.285 0.262 1.445
H -6.752 1.053 -0.350
H -5.915 1.521 -2.580
H -3.499 1.129 -3.087
H -2.149 2.883 -1.527
H -0.507 3.343 -1.255
H -2.569 2.750 0.790
H -1.179 3.807 0.796
H -1.030 0.816 1.304
H 0.389 1.949 1.108
H -1.071 1.311 3.508
H -1.506 3.014 3.055
H 0.980 1.820 3.639
H 1.496 2.702 -2.611
H 1.303 2.785 -0.873
H 3.640 2.717 -1.542
H 3.476 1.201 -2.358
H 2.036 -1.053 -3.526
H 2.522 -1.507 -2.050
C -2.626 -6.558 2.206
Cl -3.421 -5.277 1.280
Cl -0.948 -6.787 1.698
H -2.639 -6.289 3.256
H -3.166 -7.485 2.052



45
Properties=species:S:1:pos:R:3 method="wB97M-V/def2-TZVPD" gap_ev=9.269 total_charge=0 largest_force_ha_per_bohr=0.054
C -2.097 0.316 0.746
C -3.183 -0.762 0.599
C -3.324 -1.378 -0.579
H -2.311 1.120 0.032
H -2.077 0.810 1.691
H -1.134 -0.148 0.497
H -3.601 -1.065 1.556
H -4.163 -2.043 -0.648
H -2.866 -1.079 -1.488
H -0.627 -1.260 -1.990
H 0.010 -2.311 -2.675
O -0.559 -1.550 -2.927
H -0.152 2.132 2.403
H 0.830 3.384 2.291
O 0.379 2.778 2.882
H 0.930 3.022 -0.287
H 0.398 4.183 -1.079
O 0.309 3.757 -0.217
H -0.196 -3.356 -1.166
H 1.376 -3.407 -1.105
O 0.598 -3.681 -1.602
H 2.929 -2.827 1.794
H 2.065 -1.709 1.515
O 2.044 -2.666 1.429
H 2.653 1.043 2.424
H 3.486 0.009 1.491
O 2.670 0.504 1.628
H 1.567 0.582 -0.651
H 1.659 -0.529 0.289
O 1.318 -0.346 -0.581
H 1.006 1.959 -3.601
H 0.383 1.429 -2.318
O 1.167 1.880 -2.656
H -2.114 0.764 -1.435
H -2.668 2.022 -2.293
O -1.945 1.412 -2.132
H 2.101 2.550 -0.661
H 3.494 2.153 -0.933
O 2.989 2.941 -0.692
H -0.642 -3.305 0.977
H -1.312 -2.164 0.196
O -1.478 -3.035 0.569
H 0.766 -0.380 3.046
H -0.496 -1.241 2.562
O -0.183 -0.510 3.096



15
Properties=species:S:1:pos:R:3 method="wB97M-V/def2-TZVPD" gap_ev=8.864 total_charge=0 largest_force_ha_per_bohr=0.115
C -1.363 -1.513 -0.124
C -0.224 -0.654 -0.101
C -0.631 0.645 -0.059
C 1.644 -1.103 0.227
N -2.415 -0.765 -0.116
N -1.979 0.506 0.092
N -0.074 1.924 -0.116
S 2.797 0.087 -0.199
H -1.323 -2.501 -0.368
H 1.557 -1.401 1.273
H 1.741 -1.935 -0.467
H -2.629 1.294 0.013
H 0.750 1.884 -0.789
H -0.798 2.646 -0.184
H 2.949 0.885 0.918



10
Properties=species:S:1:pos:R:3 method="wB97M-V/def2-TZVPD" gap_ev=12.363 total_charge=+1 largest_force_ha_per_bohr=0.014
Na -8.805 -33.122 30.747
O -6.780 -34.479 30.208
H -6.729 -35.196 30.840
H -5.878 -34.355 29.912
O -8.929 -34.065 32.971
H -9.273 -33.732 33.799
H -8.789 -34.999 33.127
O -11.203 -33.010 31.047
H -11.780 -32.626 31.708
H -11.614 -33.846 30.826



no.,E_tot (a.u.)
1,-1680.809909
2,-5963.242023
3,-753.972619
4,-453.659143
5,-228.713285
6,-3426.779102
7,-1035.068379
8,-718.975738
9,-391.458800